1.
Formula: C37H50B2BrF4MnN9O3
Source: the OMol25 dataset
Level of theory: ωB97M-V/def2-TZVPD

Cartesian coordinates (Å):
1 Mn 1.12073 0.52528 0.30671
2 C -0.32934 1.91844 4.89479
3 C 0.19133 1.73798 3.47122
4 C 1.70686 1.53259 3.51603
5 C -0.58915 0.64653 2.78161
6 C -1.64776 -0.09113 3.30355
7 C -2.05684 -0.94834 2.29784
8 C -3.04983 -2.06932 2.37157
9 C -2.28891 -3.38944 2.53377
10 C -4.03604 -1.85794 3.51567
11 N -1.31830 -0.68965 1.20744
12 N -0.40895 0.26188 1.51590
13 B -1.38816 -1.24348 -0.23821
14 N -0.09722 -2.02483 -0.55584
15 N 1.11883 -1.39138 -0.55926
16 C 2.04186 -2.32945 -0.84001
17 C 1.40321 -3.54130 -1.07739
18 C 0.06071 -3.32138 -0.86499
19 C -1.04365 -4.33282 -0.98267
20 C -0.72472 -5.55302 -0.11242
21 C -1.23932 -4.75098 -2.44248
22 C 3.53475 -2.12516 -0.93760
23 C 4.21465 -1.83745 0.40456
24 C 4.19387 -3.34550 -1.57995
25 N -1.54740 -0.07965 -1.24448
26 N -0.52802 0.82094 -1.40271
27 C -0.93580 1.70264 -2.31068
28 C -2.23040 1.37044 -2.74406
29 C -2.58802 0.24322 -2.04638
30 C -3.90117 -0.48350 -2.19246
31 C -3.76447 -1.89127 -2.77914
32 C -4.76095 -0.47582 -0.92687
33 C -0.14945 2.89988 -2.80198
34 C -0.48998 3.17899 -4.26889
35 C 1.36024 2.78521 -2.65212
36 H 0.19814 2.74435 5.37510
37 H -0.15599 1.01643 5.48807
38 H -1.39746 2.14594 4.91349
39 H -0.01898 2.65658 2.92117
40 H 1.96961 0.60652 4.02692
41 H 2.15797 2.37340 4.04946
42 H 2.17842 1.51434 2.53575
43 H -2.02966 -0.05027 4.30881
44 H -3.61218 -2.10860 1.44077
45 H -1.66025 -3.35346 3.42703
46 H -1.62656 -3.56696 1.68723
47 H -2.98206 -4.23155 2.61694
48 H -3.53480 -1.95214 4.48291
49 H -4.82204 -2.61512 3.47426
50 H -4.50395 -0.87257 3.46927
51 H -2.33438 -1.97032 -0.30813
52 H 1.86796 -4.48168 -1.31987
53 H -1.97116 -3.88523 -0.62928
54 H 0.11377 -6.11274 -0.53632
55 H -1.58641 -6.22349 -0.06313
56 H -0.44364 -5.26540 0.90127
57 H -0.33625 -5.23812 -2.81961
58 H -1.44607 -3.89113 -3.08160
59 H -2.07075 -5.45587 -2.53210
60 H 3.69586 -1.28665 -1.60783
61 H 3.99957 -2.63240 1.12190
62 H 3.89008 -0.90552 0.86065
63 H 5.29674 -1.78636 0.25234
64 H 4.12005 -4.21980 -0.92618
65 H 5.25386 -3.14164 -1.74189
66 H 3.74537 -3.59641 -2.54378
67 H -2.84055 1.88729 -3.46759
68 H -4.43173 0.11875 -2.93348
69 H -3.30229 -2.57511 -2.06686
70 H -3.15162 -1.88011 -3.68318
71 H -4.74846 -2.29286 -3.03733
72 H -4.36583 -1.15988 -0.17974
73 H -5.78108 -0.79171 -1.16163
74 H -4.80271 0.52063 -0.48256
75 H -0.49024 3.76209 -2.21923
76 H -0.30235 2.29215 -4.87891
77 H 0.13693 3.99138 -4.64583
78 H -1.53217 3.47171 -4.40799
79 H 1.74088 1.97860 -3.28507
80 H 1.65825 2.59125 -1.62752
81 H 1.83176 3.71993 -2.96616
82 Br 3.62179 6.89386 -0.40939
83 C 1.81918 6.35062 -0.19767
84 C 0.80593 7.27655 -0.38183
85 C -0.51357 6.86348 -0.23561
86 C -0.80520 5.54609 0.08671
87 C 0.22420 4.62964 0.25996
88 C 1.54944 5.03126 0.12296
89 C -0.13513 3.19026 0.56507
90 O -1.28396 2.89069 0.80075
91 O 0.91659 2.40998 0.52683
92 H 1.04586 8.30079 -0.63497
93 H -1.31508 7.57905 -0.37519
94 H -1.82386 5.19917 0.20123
95 H 2.34778 4.31511 0.26446
96 O 2.75104 1.02945 -0.40869
97 N 3.40579 0.95636 -1.55264
98 C 4.51021 1.61770 -1.49958
99 C 5.34203 1.62127 -2.69052
100 N 6.01073 1.63183 -3.62359
101 C 4.92491 2.34942 -0.31291
102 N 5.26458 2.92145 0.62204
103 F 1.93055 -0.96886 1.91530
104 B 1.98901 -2.09200 2.84793
105 F 3.20416 -1.99961 3.52803
106 F 1.90409 -3.27023 2.09725
107 F 0.90213 -1.97275 3.72346

The value obtained for the relative energy (zero: lowest compared OMol25 entry of this formula, charge and spin) is 18.0 kcal per mole. The value obtained for the HOMO energy (alpha / beta) is -6.586 / -6.580 eV. As for the net charge: -1. The spin multiplicity is 5. The calculation puts the molecular weight at 901.325 g/mol. The expectation value of S² is 6.049.



2.
Formula: C37H50Cl2N5O10PS3Y
Source: the OMol25 dataset
Level of theory: ωB97M-V/def2-TZVPD

Cartesian coordinates (Å):
1 Y 0.33459 -0.09421 -0.12041
2 C -3.16782 2.29671 3.78374
3 N -2.18505 2.67791 2.79066
4 C -2.22779 4.03445 2.28302
5 C -1.18034 1.85985 2.40863
6 O -0.32555 2.17962 1.59441
7 C -1.10038 0.49455 3.07728
8 O 0.02346 -0.10778 2.50604
9 C 0.39938 -1.34831 3.07245
10 C 1.59175 -1.83338 2.19249
11 O 1.93341 -0.97843 1.28447
12 N 2.65656 -2.32805 2.99961
13 C 3.86218 -2.64743 2.25245
14 C 2.31789 -3.38946 3.92772
15 H -4.08219 2.85981 3.60022
16 H -2.83126 2.51122 4.80390
17 H -3.41468 1.23970 3.70824
18 H -3.24098 4.27824 1.96335
19 H -1.56110 4.10369 1.42868
20 H -1.91303 4.74836 3.05163
21 H -2.00185 -0.09385 2.87778
22 H -0.96998 0.61535 4.16265
23 H -0.44334 -2.04338 3.06130
24 H 0.73730 -1.17382 4.10176
25 H 4.06650 -1.84303 1.55137
26 H 3.74640 -3.57252 1.67594
27 H 4.69078 -2.75155 2.95776
28 H 1.41740 -3.14816 4.49168
29 H 3.13982 -3.50786 4.63629
30 H 2.15139 -4.34009 3.40606
31 Cl -3.70593 3.32765 -5.91343
32 C -2.94133 2.76056 -4.44738
33 C -3.59574 2.95254 -3.22044
34 C -3.01026 2.53013 -2.06264
35 Cl -3.84250 2.74335 -0.55434
36 C -1.71950 1.88770 -2.02183
37 O -1.18260 1.55860 -0.93439
38 C -1.12309 1.67791 -3.30636
39 C 0.13640 0.99182 -3.41267
40 O 0.77197 0.47161 -2.50646
41 C -1.73268 2.12939 -4.48846
42 H -4.56544 3.43042 -3.19303
43 H 0.55318 0.94346 -4.43617
44 H -1.23766 1.96226 -5.43798
45 O 2.03052 1.45288 -0.16034
46 P 3.37401 1.89325 0.29915
47 N 3.61242 2.19105 1.90957
48 C 2.80698 3.24404 2.54827
49 C 3.16343 3.14431 4.04530
50 C 3.96480 1.83588 4.18652
51 C 3.69604 1.09262 2.88289
52 N 3.67679 3.35702 -0.41243
53 C 4.73002 4.28730 -0.02320
54 C 4.09647 5.69462 -0.16141
55 C 2.64638 5.44182 -0.60267
56 C 2.70592 4.05919 -1.24694
57 N 4.50767 0.76623 -0.04196
58 C 5.93198 0.91487 0.20182
59 C 6.42197 -0.53172 0.16200
60 C 5.52213 -1.20613 -0.89102
61 C 4.30045 -0.28114 -1.05497
62 H 1.74123 3.05926 2.38912
63 H 3.05269 4.21805 2.12466
64 H 2.25594 3.12530 4.64925
65 H 3.75210 4.00228 4.37119
66 H 3.66602 1.24922 5.05492
67 H 5.03064 2.05360 4.27757
68 H 2.75749 0.53667 2.92706
69 H 4.48100 0.39062 2.60705
70 H 5.59549 4.19524 -0.68798
71 H 5.06703 4.06964 0.99090
72 H 4.63215 6.27368 -0.91456
73 H 4.14613 6.25247 0.77383
74 H 2.27204 6.20925 -1.27990
75 H 1.98345 5.39829 0.26295
76 H 3.07446 4.13377 -2.27796
77 H 1.75677 3.52883 -1.25104
78 H 6.11312 1.41137 1.15673
79 H 6.41491 1.50746 -0.59021
80 H 6.26800 -0.98947 1.14084
81 H 7.48335 -0.60053 -0.07934
82 H 5.19157 -2.19444 -0.57731
83 H 6.04656 -1.31805 -1.84034
84 H 3.37150 -0.81584 -0.87293
85 H 4.26693 0.15157 -2.06106
86 C -9.08282 -3.15270 5.80822
87 C -7.89832 -2.76890 4.95263
88 O -6.90407 -2.25930 5.39217
89 S -8.13940 -3.17467 3.23200
90 C -6.60586 -2.64770 2.52067
91 C -5.52790 -3.52410 2.46160
92 C -4.33384 -3.11321 1.89852
93 C -4.19232 -1.81818 1.38413
94 C -5.29396 -0.95435 1.43756
95 C -6.48933 -1.36401 2.00112
96 C -2.94582 -1.37530 0.84728
97 C -1.87836 -0.92330 0.45984
98 H -8.72822 -3.50425 6.77552
99 H -9.69931 -3.91289 5.33082
100 H -9.68922 -2.26034 5.96698
101 H -5.62866 -4.52488 2.86075
102 H -3.48811 -3.78608 1.84631
103 H -5.19183 0.04130 1.02440
104 H -7.33620 -0.69066 2.04013
105 O 0.87369 -4.34112 -1.48331
106 S 1.43840 -3.25561 -0.72201
107 O 0.89253 -1.93099 -1.17634
108 O 2.88770 -3.20557 -0.68710
109 S 0.71594 -3.51516 1.19758

The value obtained for the relative energy (zero: lowest compared OMol25 entry of this formula, charge and spin) is 0.6 kcal per mole. The value obtained for the HOMO energy is -5.224 eV. As for the net charge: -1. The calculation puts the molecular weight at 1011.819 g/mol.



3.
Formula: C37H50CrN3O2PSSi3
Source: the OMol25 dataset
Level of theory: ωB97M-V/def2-TZVPD

Cartesian coordinates (Å):
1 Cr -0.35181 0.20183 -0.06737
2 C -3.19725 -2.75088 -2.96045
3 Si -2.02469 -1.42718 -2.34401
4 C -2.65704 0.18183 -3.11340
5 C -0.35808 -1.85257 -3.13253
6 C -1.85762 -1.28756 -0.46932
7 Si -1.74810 -3.02170 0.30632
8 C -3.41697 -3.88835 0.37245
9 C -1.11744 -2.97707 2.06943
10 C -0.67523 -4.20205 -0.67115
11 Si -3.40880 -0.51599 0.26969
12 C -3.77435 -0.68614 2.10045
13 C -5.03158 -0.90470 -0.59033
14 C -3.11290 1.33185 0.02786
15 C -4.13087 2.27685 0.06136
16 C -3.84328 3.62164 -0.08457
17 C -2.52163 3.99141 -0.26586
18 C -1.55332 3.01154 -0.29099
19 N -1.82607 1.70194 -0.15415
20 H -3.20422 -2.71069 -4.05497
21 H -4.22239 -2.60322 -2.61891
22 H -2.88082 -3.75279 -2.67021
23 H -2.27686 0.29797 -4.13394
24 H -2.39286 1.07834 -2.54852
25 H -3.74637 0.15811 -3.18847
26 H -0.30345 -1.47869 -4.16016
27 H -0.23990 -2.93726 -3.17507
28 H 0.49123 -1.44982 -2.57489
29 H -4.09773 -3.45601 1.10624
30 H -3.24844 -4.93101 0.66066
31 H -3.92156 -3.89720 -0.59399
32 H -1.37002 -3.91740 2.56807
33 H -1.55201 -2.15617 2.64191
34 H -0.03073 -2.86760 2.09355
35 H -1.23422 -4.65072 -1.49545
36 H -0.33262 -5.02002 -0.02931
37 H 0.18715 -3.70687 -1.09307
38 H -3.98687 -1.71179 2.40260
39 H -4.66834 -0.09098 2.30786
40 H -2.96308 -0.30590 2.71824
41 H -5.21905 -1.97879 -0.60158
42 H -5.07484 -0.54233 -1.61859
43 H -5.85416 -0.44351 -0.03516
44 H -5.15251 1.94231 0.19600
45 H -4.62833 4.36691 -0.05701
46 H -2.23118 5.02731 -0.37441
47 H -0.52280 3.30146 -0.41434
48 O -0.56575 2.66698 2.52476
49 S 0.00925 1.36360 2.38037
50 O -0.87144 0.21576 2.09234
51 N 0.96214 1.22392 1.09842
52 C 1.65982 2.25255 0.44576
53 C 2.43882 3.21590 1.02537
54 C 3.12843 4.15299 0.22529
55 C 3.03908 4.11761 -1.13613
56 C 2.22267 3.14606 -1.76221
57 C 2.02124 3.08334 -3.15800
58 C 1.15240 2.16530 -3.67151
59 C 0.48015 1.29350 -2.80328
60 N 0.66064 1.29005 -1.49852
61 C 1.53405 2.21650 -0.96620
62 C 0.87775 0.99445 3.85820
63 C 0.87944 -0.30777 4.34370
64 C 1.59641 -0.58769 5.49621
65 C 2.30076 0.42172 6.13884
66 C 2.27143 1.72419 5.65456
67 C 1.54939 2.02160 4.51100
68 H 2.53078 3.24762 2.10301
69 H 3.74246 4.90451 0.70520
70 H 3.57191 4.83409 -1.74873
71 H 2.55250 3.77200 -3.80461
72 H 0.96009 2.09712 -4.73303
73 H -0.21787 0.57291 -3.19903
74 H 0.30768 -1.07257 3.83404
75 H 1.60071 -1.59328 5.89604
76 H 2.86139 0.19632 7.03668
77 H 2.79738 2.51185 6.17741
78 H 1.47015 3.03879 4.14731
79 C 2.54438 -2.91514 -0.63841
80 P 1.94226 -1.27420 -0.03252
81 C 2.62061 -1.40249 1.65961
82 C 3.23163 -0.26496 -0.86715
83 C 3.31554 -0.31603 -2.26027
84 C 4.30928 0.37516 -2.93619
85 C 5.22937 1.13912 -2.22820
86 C 5.14483 1.20834 -0.84581
87 C 4.15082 0.51219 -0.16837
88 H 2.24065 -3.11851 -1.66442
89 H 2.17764 -3.71392 0.00363
90 H 3.63188 -2.88844 -0.59414
91 H 3.65974 -1.72765 1.60985
92 H 2.04970 -2.15143 2.20521
93 H 2.55483 -0.45874 2.19332
94 H 2.61368 -0.92017 -2.82628
95 H 4.37003 0.31240 -4.01576
96 H 6.01064 1.67491 -2.75185
97 H 5.85916 1.80099 -0.28749
98 H 4.10348 0.58034 0.91144

The value obtained for the HOMO energy (alpha / beta) is -10.866 / -10.908 eV. As for the net charge: +1. The spin multiplicity is 2. The calculation puts the molecular weight at 768.121 g/mol. The expectation value of S² is 0.770.



4.
Formula: C37H51BrN7O11S
Source: the OMol25 dataset
Level of theory: ωB97M-V/def2-TZVPD

Cartesian coordinates (Å):
1 C 10.05691 0.43631 0.31892
2 C 9.63483 1.32049 -0.92382
3 C 8.08204 1.23764 -1.11806
4 C 7.47622 2.60454 -1.60894
5 C 7.63739 3.65629 -0.45659
6 C 6.53870 4.77204 -0.61202
7 C 5.14909 4.12360 -0.25549
8 C 4.36109 4.87180 0.87343
9 C 3.26837 3.95826 1.53854
10 C 2.36279 3.24440 0.48148
11 C 2.38739 1.67060 0.62575
12 C 1.99602 0.97025 -0.74293
13 N 0.58260 0.48998 -0.67753
14 C 0.29527 -0.90972 -0.34331
15 C 1.43754 -1.61575 0.43465
16 O 1.82023 -1.31966 1.50462
17 O 2.02199 -2.69098 -0.20151
18 C -0.33115 1.38207 -0.98079
19 N -0.20107 2.69686 -1.33330
20 C -1.37726 3.25984 -1.60670
21 S -1.53653 4.99048 -2.16026
22 C -0.06450 5.28719 -3.19114
23 O -2.75426 5.25597 -2.87329
24 O -1.36912 5.81501 -0.99271
25 N -2.31699 2.30968 -1.41399
26 Br -4.12498 2.59988 -1.68858
27 N -1.68346 1.18904 -1.02463
28 O -2.45693 0.11432 -0.76034
29 C -2.94959 0.17414 0.62702
30 C -3.10553 -1.28261 1.18771
31 H 9.35995 0.68067 1.14472
32 H 11.09872 0.73049 0.56275
33 H 9.97618 -0.62513 0.02275
34 H 10.00196 2.34242 -0.71393
35 H 10.11870 0.97021 -1.85879
36 H 7.62796 1.02559 -0.12306
37 H 7.79262 0.45972 -1.85128
38 H 6.41794 2.41154 -1.87563
39 H 8.01865 2.98666 -2.49981
40 H 8.64648 4.11437 -0.43651
41 H 7.40354 3.13888 0.49848
42 H 6.70564 5.61338 0.09304
43 H 6.47445 5.15379 -1.65098
44 H 5.25183 3.06549 0.08194
45 H 4.53783 4.10330 -1.18653
46 H 3.90675 5.77810 0.41397
47 H 5.07098 5.23518 1.64465
48 H 3.74023 3.26593 2.26041
49 H 2.62367 4.65047 2.12031
50 H 1.31925 3.54943 0.71801
51 H 2.55380 3.58667 -0.55276
52 H 3.35987 1.32607 1.01978
53 H 1.55467 1.43384 1.32123
54 H 2.69597 0.16898 -1.03993
55 H 2.10055 1.76389 -1.51299
56 H -0.00296 -1.46443 -1.25714
57 H -0.58691 -0.92382 0.33110
58 H 1.43032 -2.91341 -0.94176
59 H 0.13622 4.44778 -3.88570
60 H -0.20876 6.20877 -3.78491
61 H 0.82781 5.37997 -2.53979
62 H -2.19173 0.67126 1.27396
63 H -3.90223 0.73664 0.66268
64 H -3.30959 -1.95710 0.34087
65 H -2.19721 -1.59461 1.73885
66 H -3.96571 -1.23084 1.88633
67 C -5.99775 -5.89005 -3.11264
68 C -6.25554 -4.96673 -2.10695
69 C -5.27128 -4.65632 -1.18143
70 C -4.03284 -5.27446 -1.27687
71 C -3.76749 -6.20323 -2.27209
72 C -4.75749 -6.51045 -3.19281
73 N -2.98060 -4.93114 -0.31489
74 O -3.24965 -4.12215 0.56138
75 O -1.89606 -5.46514 -0.44395
76 H -6.76692 -6.12727 -3.83869
77 H -7.22414 -4.48697 -2.04698
78 H -5.47928 -3.93685 -0.40104
79 H -2.80330 -6.68821 -2.34242
80 H -4.56225 -7.23144 -3.97631
81 C 0.28450 6.84591 6.86668
82 C -0.78049 6.39816 6.09521
83 C -0.60122 5.34924 5.20691
84 C 0.64761 4.75515 5.10415
85 C 1.71948 5.19857 5.86379
86 C 1.53355 6.24986 6.74811
87 N 0.83629 3.62935 4.18399
88 O -0.12161 3.27315 3.51256
89 O 1.93437 3.11064 4.14008
90 H 0.14012 7.66224 7.56404
91 H -1.75204 6.86602 6.18922
92 H -1.43487 5.00624 4.60980
93 H 2.69413 4.73735 5.77922
94 H 2.36172 6.60320 7.34871
95 C -10.01231 -9.64778 -0.20901
96 C -8.93575 -10.49080 -0.45304
97 C -8.28230 -10.44647 -1.67528
98 C -8.71401 -9.55118 -2.64162
99 C -9.79189 -8.71014 -2.41190
100 C -10.44256 -8.76162 -1.18845
101 N -8.00901 -9.48449 -3.92737
102 O -7.07939 -10.24827 -4.10404
103 O -8.39309 -8.66366 -4.74395
104 H -10.51769 -9.68093 0.74874
105 H -8.60400 -11.18133 0.31169
106 H -7.44494 -11.10602 -1.85816
107 H -10.13065 -8.01580 -3.16880
108 H -11.28394 -8.10821 -0.99615

The value obtained for the HOMO energy is -11.507 eV. As for the net charge: +1. The calculation puts the molecular weight at 881.824 g/mol.



no.,largest force on an atom (eV Å⁻¹)
1,1.308
2,0.864
3,1.316
4,3.320